119
Properties=species:S:1:pos:R:3:forces:R:3 method="wB97M-V/def2-TZVPD" multiplicity=5 e_lumo_ev="-7.293 / -10.362" orbital_gap_ev="8.350 / 5.299" de_lowest_ev=0.357 charge=+3
Os -0.29325 1.03837 0.76130 0.1 -0.2 -0.3
C 2.16822 3.39747 2.15445 0.0 0.0 -0.2
N 1.86514 3.13728 0.70545 0.1 0.0 0.0
P 2.06505 1.41440 0.42107 -0.2 1.2 -0.2
C 3.75518 1.26730 1.05830 -0.3 -0.6 0.2
C 4.08595 0.54783 2.20191 -0.1 0.0 0.0
C 5.38012 0.60339 2.70336 0.0 -0.1 0.1
C 6.33128 1.38708 2.06978 0.1 0.1 -0.1
C 5.99802 2.11103 0.92346 0.0 0.0 0.1
C 4.71177 2.05435 0.41006 0.1 -0.1 0.0
C 2.16932 0.92759 -1.33505 0.0 -0.2 0.0
C 1.08220 1.10256 -2.20642 0.1 -0.1 0.0
C 1.09506 0.56270 -3.48639 -0.1 0.0 0.0
C 2.17381 -0.20616 -3.90172 0.1 -0.1 0.0
C 3.22910 -0.44393 -3.02785 0.0 0.0 0.0
C 3.22611 0.11273 -1.75240 0.1 0.1 -0.1
P 0.19507 3.43461 0.30467 0.8 -0.1 0.2
C 0.25144 3.99466 -1.42133 -0.2 0.1 0.1
C 1.44137 4.40478 -2.01301 0.0 0.1 -0.1
C 1.42759 4.90173 -3.31439 0.1 0.0 0.1
C 0.23670 4.98317 -4.02429 0.1 0.0 0.0
C -0.95266 4.57133 -3.43555 -0.1 -0.1 0.1
C -0.94462 4.07899 -2.13745 -0.1 0.0 0.0
C -0.24919 4.91256 1.22415 -0.4 -0.2 0.0
C -1.45119 4.97654 1.92443 0.0 0.0 0.1
C -1.81492 6.15217 2.57419 0.0 -0.1 0.0
C -0.96977 7.24909 2.53327 0.1 0.1 0.0
C 0.23601 7.18399 1.83319 0.0 0.0 0.0
C 0.59310 6.02517 1.16610 -0.1 0.2 -0.1
H 3.22739 3.27310 2.33131 0.1 0.0 0.0
H 1.62184 2.72931 2.83313 0.0 -0.1 -0.1
H 1.90558 4.41289 2.40852 -0.1 0.1 0.0
H 3.33495 -0.03857 2.72047 0.0 0.0 0.0
H 5.63960 0.04396 3.59681 0.0 0.1 -0.1
H 7.33807 1.44317 2.47010 -0.1 0.0 -0.1
H 6.74331 2.72621 0.43171 -0.1 -0.1 0.0
H 4.45959 2.61176 -0.48402 0.0 0.0 0.0
H 0.24012 1.71861 -1.93044 -0.1 0.0 0.0
H 0.26850 0.75968 -4.16351 0.1 0.0 0.1
H 2.19447 -0.61480 -4.90811 0.0 0.0 0.1
H 4.07463 -1.04643 -3.34470 -0.1 0.1 0.0
H 4.06485 -0.07604 -1.09543 0.0 0.0 0.0
H 2.37054 4.35335 -1.45853 0.0 0.0 0.0
H 2.35329 5.23446 -3.77149 -0.1 0.0 0.1
H 0.23127 5.38072 -5.03348 0.0 -0.1 0.1
H -1.88591 4.64066 -3.98534 0.1 0.0 0.1
H -1.88471 3.77535 -1.68292 0.1 0.1 -0.1
H -2.10722 4.11395 1.97681 0.1 0.1 0.0
H -2.75519 6.20645 3.11212 0.1 0.0 0.0
H -1.24921 8.16491 3.04280 0.0 -0.1 -0.1
H 0.89376 8.04522 1.80241 -0.1 -0.1 0.0
H 1.51609 5.99155 0.59745 0.0 0.0 0.0
C -6.74204 1.27216 1.05256 0.1 0.0 0.0
C -5.24210 1.23228 0.99364 -0.2 0.0 0.0
C -4.49460 2.28350 0.46633 -0.2 0.1 0.0
C -3.12340 2.21893 0.45931 0.1 -0.4 0.2
N -2.43106 1.15554 0.93568 -0.2 0.2 -0.1
C -3.15327 0.13001 1.43951 0.2 0.1 0.0
C -4.52352 0.13938 1.48229 -0.3 -0.1 0.1
H -7.15051 2.12664 0.51699 0.0 0.0 0.0
H -7.06997 1.33310 2.09435 0.0 0.0 -0.1
H -7.17162 0.35611 0.64098 0.0 0.0 0.0
H -4.98361 3.16516 0.06468 0.1 -0.1 0.1
H -2.54886 3.03866 0.07199 0.1 0.1 -0.1
H -2.60454 -0.71516 1.82631 0.0 0.0 0.0
H -5.04019 -0.71683 1.90577 0.1 0.1 0.0
C -5.92212 -3.97939 -0.88849 0.2 0.0 0.0
C -4.47687 -3.54590 -0.91914 -0.2 0.0 0.0
C -3.45576 -4.41722 -0.57573 0.0 -0.2 0.0
C -2.10459 -4.06728 -0.61444 0.1 -0.1 0.1
C -1.12182 -5.20245 -0.39529 -0.4 0.2 0.0
C -1.80426 -2.73156 -0.93698 -0.1 0.2 -0.2
As -0.05888 -1.88517 -0.79094 -0.2 -0.2 0.4
N -0.24224 -0.98125 0.87430 0.0 -0.3 0.5
C -0.37555 -1.58493 2.13547 0.1 0.0 -0.3
C -0.40628 -0.73719 3.26216 0.0 -0.2 -0.1
C -0.53943 -1.24679 4.53521 0.0 -0.1 0.2
C -0.64604 -2.62532 4.72336 0.0 0.0 0.0
C -0.61253 -3.48023 3.62245 0.0 0.0 0.1
C -0.47747 -2.96970 2.34504 0.0 0.2 -0.1
C 1.34553 -3.15286 -0.84797 0.3 0.1 -0.2
C 2.41510 -3.26848 0.09418 -0.3 0.2 -0.1
C 2.69711 -2.28093 1.19864 -0.1 -0.4 -0.1
C 3.24409 -4.36027 -0.02683 0.1 -0.3 -0.1
C 3.13161 -5.27185 -1.08681 0.1 0.0 0.0
C 4.05193 -6.44935 -1.19564 -0.1 0.1 0.0
C 2.17908 -5.02759 -2.09553 0.2 -0.3 0.0
C 1.31449 -3.96876 -2.03710 -0.1 0.3 0.1
C 0.38835 -3.70730 -3.20504 0.1 -0.1 0.2
C -2.81161 -1.84109 -1.38541 0.0 0.0 0.0
C -2.51246 -0.48853 -2.00212 -0.1 -0.3 0.0
C -4.12613 -2.26492 -1.35077 -0.2 0.0 -0.1
H -6.01867 -5.05045 -0.70722 0.0 0.1 0.0
H -6.41701 -3.74407 -1.83273 0.0 0.0 0.0
H -6.46605 -3.45561 -0.09734 0.1 0.0 0.0
H -3.70407 -5.43757 -0.29208 0.0 0.1 -0.1
H -1.49013 -5.88292 0.37206 0.0 0.0 0.0
H -0.12125 -4.89537 -0.13208 0.2 0.1 0.1
H -1.03820 -5.78232 -1.31725 0.0 0.0 0.0
H -0.31407 0.33643 3.14027 0.0 0.3 0.0
H -0.56008 -0.57661 5.38887 0.0 -0.1 -0.1
H -0.75232 -3.02755 5.72542 0.0 0.0 -0.1
H -0.69113 -4.55404 3.76569 0.0 0.2 0.0
H -0.45906 -3.63775 1.50335 0.0 -0.2 -0.2
H 2.35498 -1.28736 0.94553 -0.1 0.2 -0.1
H 3.77088 -2.23261 1.37582 0.0 0.0 0.0
H 2.22428 -2.57714 2.13691 0.0 0.0 0.0
H 4.02921 -4.50222 0.71226 -0.1 0.0 -0.1
H 4.76769 -6.49314 -0.37718 0.0 0.0 0.0
H 4.59812 -6.42062 -2.14359 0.0 0.0 0.1
H 3.47234 -7.37847 -1.20485 0.0 0.1 0.0
H 2.13773 -5.69340 -2.95522 0.1 0.1 0.1
H 0.48180 -4.49503 -3.95095 0.1 0.0 0.1
H 0.64204 -2.76223 -3.68452 0.0 0.1 0.0
H -0.66024 -3.66295 -2.91133 0.0 0.0 0.0
H -1.91843 0.14963 -1.35629 0.2 0.2 0.2
H -3.43584 0.04527 -2.22961 0.0 -0.1 0.0
H -1.95818 -0.60626 -2.93457 0.0 0.0 -0.1
H -4.90592 -1.59109 -1.70520 0.1 -0.1 0.1